No. 1
Computed, not measured: C27H29CoF6N2O6PS2Si as an isolated structure at a distorted geometry, with ωB97M-V/def2-TZVPD.

The geometry in XYZ format:
```
75
Properties=species:S:1:pos:R:3:lowdin_spin:R:1
Co 0.45 -0.37 -0.69 0.90
O 4.44 -3.94 -0.29 0.00
C 5.10 -2.76 -0.12 0.00
C 6.48 -2.75 0.08 0.00
C 7.16 -1.55 0.21 0.00
C 6.47 -0.34 0.15 0.00
C 5.11 -0.35 -0.05 0.00
C 4.40 -1.55 -0.18 0.00
C 2.96 -1.45 -0.34 0.01
O 2.40 -0.41 -0.68 0.00
N 2.15 -2.56 -0.09 0.04
N 0.92 -2.27 -0.17 0.02
C 0.13 -3.37 0.22 0.01
S 0.91 -4.75 0.83 0.00
C -0.62 -5.72 0.89 0.00
C -1.73 -4.74 1.22 0.00
S -1.52 -3.28 0.16 0.01
H 5.07 -4.66 -0.23 0.00
H 7.02 -3.69 0.13 0.00
H 8.22 -1.56 0.37 0.00
H 7.00 0.60 0.25 0.00
H 4.55 0.57 -0.09 0.00
H -0.50 -6.48 1.65 0.00
H -0.77 -6.19 -0.08 0.00
H -1.66 -4.39 2.26 0.00
H -2.72 -5.15 1.04 0.00
O -1.24 1.21 0.23 -0.01
C -2.55 0.77 -0.08 0.00
C -2.46 -0.63 -0.72 0.00
O -3.45 -1.31 -0.90 0.00
O -1.28 -1.03 -1.11 -0.01
C -3.42 0.87 1.17 0.00
C -4.36 -0.08 1.55 0.00
C -5.12 0.11 2.70 0.00
C -4.96 1.25 3.47 0.00
C -4.04 2.20 3.08 0.00
C -3.28 2.02 1.94 0.00
C -3.13 1.66 -1.17 0.00
C -4.46 1.48 -1.56 0.00
C -5.00 2.28 -2.54 0.00
C -4.24 3.27 -3.15 0.00
C -2.92 3.44 -2.77 0.00
C -2.36 2.63 -1.78 0.00
H -1.10 1.17 1.19 0.00
H -4.50 -0.97 0.96 0.00
H -5.84 -0.64 2.98 0.00
H -5.56 1.39 4.36 0.00
H -3.91 3.10 3.67 0.00
H -2.58 2.78 1.64 0.00
H -5.05 0.71 -1.09 0.00
H -6.04 2.14 -2.84 0.00
H -4.67 3.90 -3.92 0.00
H -2.31 4.20 -3.23 0.00
H -1.33 2.74 -1.49 0.00
F 1.01 -0.22 1.53 0.02
P 0.25 -0.67 2.97 0.00
F -0.42 0.80 3.01 0.00
F -0.99 -1.19 2.06 0.00
F 0.94 -2.14 2.79 0.00
F 1.53 -0.14 3.76 0.00
F -0.48 -1.12 4.30 0.00
C 0.87 3.69 -2.81 0.00
Si 1.67 2.25 -1.91 0.00
C 3.19 1.73 -2.91 0.00
C 2.15 2.81 -0.18 0.00
O 0.60 1.00 -1.84 0.00
H 1.61 4.47 -3.01 0.00
H 0.07 4.15 -2.23 0.00
H 0.46 3.38 -3.77 0.00
H 3.66 2.59 -3.39 0.00
H 2.91 1.03 -3.69 0.00
H 3.95 1.24 -2.29 0.00
H 2.93 3.58 -0.22 0.00
H 2.52 2.00 0.43 0.00
H 1.30 3.24 0.33 0.00
```

ΔE to the lowest compared entry with this formula, charge and spin   2.198 eV
HOMO energy (alpha / beta)   -8.322 / -8.325 eV
Largest force on an atom   0.023 hartree/bohr
2S+1   2
Orbital gap (alpha / beta)   4.53 / 4.64 eV
Total energy   -136509.650 eV
⟨S²⟩   0.847

No. 2
Computed, not measured: C27H29F5LaN2O5S as an isolated structure, with ωB97M-V/def2-TZVPD.

The geometry in XYZ format:
```
70
Properties=species:S:1:pos:R:3:lowdin_charge:R:1
La -0.16 0.01 0.68 1.93
C 1.10 3.02 2.35 -0.13
C 0.24 3.70 1.29 -0.15
O -0.74 2.75 0.91 -0.27
C -1.70 3.21 -0.04 -0.15
C -1.13 3.14 -1.44 -0.16
O -0.66 1.81 -1.66 -0.22
C 0.37 1.74 -2.64 -0.15
C 1.71 2.21 -2.08 -0.16
O 1.92 1.62 -0.81 -0.20
C 2.95 2.25 -0.07 -0.16
C 2.91 1.72 1.36 -0.14
O 1.61 1.75 1.93 -0.25
H 0.48 2.82 3.22 0.14
H 1.92 3.68 2.66 0.14
H 0.84 4.01 0.43 0.12
H -0.23 4.58 1.74 0.15
H -2.03 4.22 0.19 0.15
H -2.55 2.52 0.05 0.14
H -0.32 3.86 -1.55 0.12
H -1.90 3.38 -2.18 0.15
H 0.11 2.32 -3.52 0.15
H 0.44 0.69 -2.92 0.11
H 1.71 3.31 -1.97 0.12
H 2.51 1.95 -2.78 0.15
H 2.81 3.33 -0.09 0.12
H 3.93 2.02 -0.50 0.15
H 3.62 2.28 1.97 0.14
H 3.21 0.67 1.36 0.12
F -5.33 0.91 5.81 0.14
C -4.69 0.34 4.80 -0.14
C -3.72 1.05 4.11 -0.15
F -3.41 2.30 4.45 0.12
C -3.07 0.43 3.06 -0.23
F -2.11 1.14 2.41 -0.04
C -3.33 -0.86 2.63 -0.56
S -2.52 -1.57 1.27 0.58
C -4.31 -1.54 3.35 -0.24
F -4.63 -2.78 3.00 0.10
C -4.98 -0.96 4.41 -0.14
F -5.91 -1.64 5.07 0.14
C 0.98 -2.09 1.47 -0.35
C 2.43 -2.23 1.25 -0.36
C 2.94 -2.82 0.08 -0.08
C 4.31 -2.99 -0.10 -0.09
C 5.21 -2.57 0.87 -0.10
C 4.73 -1.99 2.03 -0.10
C 3.36 -1.82 2.22 -0.09
H 0.76 -2.16 2.55 0.04
H 0.43 -2.90 0.97 0.03
H 2.25 -3.17 -0.67 0.09
H 4.67 -3.47 -1.00 0.10
H 6.27 -2.72 0.73 0.10
H 5.42 -1.67 2.80 0.10
H 3.00 -1.38 3.14 0.11
N -2.79 -3.77 -5.57 0.19
C -1.56 -3.27 -5.35 -0.49
O -0.65 -3.36 -6.15 0.08
C -1.33 -2.56 -4.03 -0.10
C -0.02 -2.47 -3.59 0.03
C 0.24 -1.82 -2.40 -0.13
N -0.72 -1.26 -1.65 -0.06
C -1.98 -1.35 -2.08 -0.15
C -2.33 -1.98 -3.26 0.02
H -2.95 -4.27 -6.43 0.12
H -3.51 -3.79 -4.86 0.10
H 0.77 -2.90 -4.19 0.13
H 1.26 -1.74 -2.03 0.11
H -2.74 -0.91 -1.45 0.07
H -3.37 -2.00 -3.56 0.12
```

ΔE to the lowest compared entry with this formula, charge and spin   0.660 eV
HOMO energy   -9.704 eV
Net charge   +1
Largest force on an atom   0.012 hartree/bohr
Orbital gap   6.74 eV
Total energy   -66964.411 eV

No. 3
Computed, not measured: C27H29InN6O8S3 as an isolated structure at a distorted geometry, with ωB97M-V/def2-TZVPD.

The geometry in XYZ format:
```
74
Properties=species:S:1:pos:R:3:lowdin_charge:R:1
In 1.73 0.71 1.56 0.54
O 1.44 -3.14 -2.61 0.01
C 1.68 -2.03 -3.31 -0.30
C 1.67 -2.09 -4.69 -0.04
C 2.05 -0.98 -5.41 -0.11
C 2.41 0.20 -4.76 -0.12
C 2.33 0.31 -3.40 -0.03
C 1.88 -0.79 -2.63 -0.06
C 1.78 -0.61 -1.18 -0.43
O 1.79 0.55 -0.68 -0.10
N 1.79 -1.71 -0.41 0.01
N 2.15 -1.49 0.87 -0.06
C 2.49 -2.56 1.62 -0.06
C 3.10 -2.47 2.89 -0.16
C 3.52 -3.65 3.55 -0.08
C 4.01 -3.60 4.81 -0.16
C 4.01 -2.38 5.49 -0.12
C 3.74 -1.18 4.87 -0.01
C 3.33 -1.15 3.50 -0.35
O 3.21 -0.02 2.91 -0.14
H 1.59 -2.86 -1.60 0.10
H 1.45 -3.05 -5.14 0.11
H 2.02 -0.96 -6.47 0.08
H 2.84 1.06 -5.27 0.09
H 2.56 1.24 -2.90 0.11
H 2.39 -3.55 1.17 0.12
H 3.49 -4.60 2.99 0.11
H 4.28 -4.46 5.37 0.07
H 4.28 -2.41 6.56 0.09
H 3.95 -0.25 5.41 0.11
C -0.74 -0.17 5.67 -0.18
C -0.37 0.42 4.31 -0.83
S -0.09 -0.60 3.02 0.58
C -0.28 1.88 4.21 -0.89
C -0.81 2.69 5.38 -0.17
S 0.23 2.60 2.83 0.57
H -0.54 -1.24 5.60 0.04
H -1.79 0.02 5.93 0.06
H -0.11 0.26 6.41 0.05
H -0.01 3.33 5.74 0.05
H -1.26 2.11 6.22 0.05
H -1.59 3.39 5.05 0.05
O 4.44 3.63 2.19 0.02
C 3.58 3.05 1.63 -0.57
N 2.69 2.53 1.06 0.01
C -3.11 -2.11 -3.78 -0.12
C -2.53 -0.80 -4.17 -0.28
S -3.72 0.57 -4.53 0.70
O -3.62 0.74 -5.97 -0.37
O -4.97 0.25 -3.84 -0.34
C -3.12 2.16 -3.85 -0.19
C -3.57 2.49 -2.41 -0.13
N -2.84 1.74 -1.37 0.06
C -1.58 1.92 -0.86 -0.31
N -1.19 0.92 -0.04 0.14
C -2.28 0.15 0.16 -0.01
C -3.35 0.63 -0.64 -0.15
N -4.70 0.30 -0.44 -0.32
O -5.56 1.01 -1.03 0.00
O -4.91 -0.58 0.41 0.04
C -0.71 3.08 -1.04 0.01
H -2.25 -2.72 -3.52 0.08
H -3.62 -2.60 -4.62 0.09
H -3.71 -2.09 -2.87 0.08
H -1.94 -0.81 -5.10 0.09
H -1.83 -0.43 -3.42 0.09
H -3.54 2.87 -4.59 0.10
H -2.03 2.13 -4.01 0.11
H -4.62 2.25 -2.28 0.09
H -3.42 3.55 -2.24 0.12
H -2.32 -0.70 0.87 0.11
H -1.16 3.93 -1.55 0.07
H 0.20 2.72 -1.59 0.11
H -0.30 3.39 -0.08 0.07
```

ΔE to the lowest compared entry with this formula, charge and spin   0.000 eV
HOMO energy   -0.148 eV
Net charge   -2
Largest force on an atom   0.132 hartree/bohr
Orbital gap   3.80 eV
Total energy   -91468.848 eV

No. 4
Computed, not measured: C27H29IrN12O4PS2 as an isolated structure, with ωB97M-V/def2-TZVPD.

The geometry in XYZ format:
```
76
Properties=species:S:1:pos:R:3:lowdin_spin:R:1
Ir -0.52 1.21 1.02 0.00
C 2.82 5.21 0.97 0.00
N 1.39 5.20 1.30 0.00
C 0.57 6.31 1.35 0.00
C -0.66 5.88 1.67 0.00
N -0.59 4.49 1.82 0.00
C 0.69 4.09 1.57 0.00
S 1.34 2.53 1.58 0.00
C -1.67 3.73 2.34 0.00
C -2.46 4.33 3.30 0.00
C -3.63 3.70 3.70 0.00
C -3.97 2.50 3.12 0.00
C -3.09 1.92 2.22 0.00
N -1.94 2.51 1.84 0.00
H 3.11 6.22 0.73 0.00
H 3.00 4.56 0.12 0.00
H 3.40 4.85 1.82 0.00
H 0.93 7.30 1.14 0.00
H -1.59 6.41 1.78 0.00
H -2.16 5.27 3.73 0.00
H -4.26 4.16 4.45 0.00
H -4.88 1.98 3.37 0.00
H -3.28 0.96 1.78 0.00
O 1.80 -1.58 2.64 0.00
S 0.65 -0.95 2.07 0.02
O 0.91 -0.29 0.74 0.01
O -0.05 0.09 2.86 0.02
O -0.43 -2.04 1.78 0.16
N 2.94 1.29 -8.90 0.00
C 2.41 1.44 -7.90 0.00
C 1.74 1.63 -6.64 0.00
C 0.37 1.41 -6.54 0.00
C -0.27 1.58 -5.32 0.00
C 0.47 1.98 -4.23 0.00
C 1.83 2.21 -4.32 0.00
C 2.47 2.03 -5.53 0.00
N -0.18 2.15 -2.96 0.00
C -1.34 2.85 -2.73 0.00
C -1.61 2.74 -1.41 0.00
N -0.62 1.97 -0.84 0.00
C 0.22 1.63 -1.80 0.00
H -0.19 1.09 -7.41 0.00
H -1.32 1.34 -5.22 0.00
H 2.39 2.55 -3.45 0.00
H 3.54 2.21 -5.62 0.00
H -1.86 3.37 -3.52 0.00
H -2.43 3.13 -0.83 0.00
H 1.08 0.99 -1.69 0.00
C 0.51 -6.71 2.74 0.00
N 0.00 -6.66 1.29 0.05
C 1.21 -6.37 0.38 0.00
N 1.87 -5.18 0.79 0.02
C 2.31 -5.28 2.18 0.00
N 1.18 -5.52 3.08 0.02
C 0.32 -4.34 3.24 0.02
P -0.34 -3.83 1.60 0.48
C -1.03 -5.57 1.15 0.16
C 1.14 -3.95 0.51 0.01
H 1.18 -7.57 2.80 0.00
H -0.36 -6.88 3.37 0.00
H -0.40 -7.56 1.04 0.00
H 0.83 -6.29 -0.64 0.00
H 1.87 -7.23 0.47 0.00
H 2.81 -4.35 2.46 0.00
H 3.02 -6.10 2.27 0.00
H 0.91 -3.53 3.67 0.00
H -0.50 -4.57 3.92 0.00
H -1.37 -5.56 0.11 0.00
H -1.87 -5.80 1.80 0.00
H 1.79 -3.10 0.69 0.00
H 0.82 -3.91 -0.53 0.00
N -2.30 -0.71 -3.83 0.00
C -2.28 -1.12 -2.75 0.00
N -2.26 -1.62 -1.51 0.00
C -2.12 -0.77 -0.58 0.00
N -2.00 -0.04 0.34 0.00
```

ΔE to the lowest compared entry with this formula, charge and spin   0.000 eV
HOMO energy (alpha / beta)   -13.124 / -13.124 eV
Net charge   +2
Largest force on an atom   0.014 hartree/bohr
2S+1   2
Orbital gap (alpha / beta)   8.06 / 6.82 eV
Total energy   -88325.187 eV
⟨S²⟩   0.753

No. 5
Computed, not measured: C27H29N2 as an isolated structure at a distorted geometry, with ωB97M-V/def2-TZVPD.

The geometry in XYZ format:
```
58
Properties=species:S:1:pos:R:3:lowdin_charge:R:1
C -1.89 2.56 2.68 0.01
C -1.11 1.30 2.59 -0.20
N -1.38 0.22 3.38 -0.03
C -2.36 0.25 4.47 0.01
C -0.50 -0.85 3.10 -0.14
C 0.39 -0.38 2.08 -0.12
C 1.43 -1.25 1.76 -0.04
C 1.62 -2.45 2.48 -0.06
C 0.75 -2.82 3.51 -0.07
C -0.31 -1.99 3.87 0.00
C 0.01 1.01 1.79 -0.13
C 0.69 2.02 1.04 0.01
C 2.16 1.89 0.97 -0.18
C 2.92 1.28 2.01 -0.03
C 4.32 1.25 2.02 -0.05
C 5.03 1.84 0.97 -0.06
C 4.31 2.44 -0.08 -0.06
C 2.91 2.43 -0.08 -0.03
H -1.33 3.34 2.14 0.07
H -2.90 2.48 2.22 0.10
H -1.98 2.86 3.74 0.10
H -2.28 -0.69 5.04 0.08
H -2.11 1.07 5.17 0.10
H -3.39 0.39 4.09 0.11
H 2.11 -0.98 0.95 0.12
H 2.46 -3.09 2.23 0.11
H 0.93 -3.74 4.06 0.11
H -0.94 -2.20 4.74 0.11
H 0.34 3.13 1.19 0.15
H 2.42 0.84 2.87 0.12
H 4.85 0.77 2.84 0.12
H 6.14 1.90 0.99 0.12
H 4.86 2.93 -0.89 0.11
H 2.38 2.83 -0.95 0.08
C -0.01 4.44 -1.26 -0.01
C 0.29 2.99 -1.60 -0.32
C 0.86 2.89 -3.05 -0.02
N -0.03 2.02 -0.77 0.06
C -0.77 0.86 -1.37 -0.09
C -2.26 1.13 -1.66 -0.20
C -2.69 1.33 -2.99 -0.04
C -4.05 1.56 -3.25 -0.06
C -4.95 1.66 -2.18 -0.07
C -4.52 1.51 -0.85 -0.07
C -3.17 1.26 -0.60 -0.04
H 0.91 4.94 -0.92 0.10
H -0.36 5.00 -2.15 0.11
H -0.76 4.52 -0.46 0.09
H 1.58 3.72 -3.14 0.09
H 1.39 1.94 -3.24 0.09
H 0.06 3.08 -3.82 0.11
H -0.31 0.48 -2.30 0.13
H -0.71 0.08 -0.60 0.11
H -1.94 1.39 -3.79 0.11
H -4.40 1.66 -4.28 0.11
H -6.01 1.82 -2.36 0.11
H -5.20 1.60 -0.01 0.11
H -2.75 1.25 0.41 0.09
```

ΔE to the lowest compared entry with this formula, charge and spin   2.564 eV
HOMO energy   -10.936 eV
Net charge   +1
Largest force on an atom   0.045 hartree/bohr
Orbital gap   7.19 eV
Total energy   -31442.141 eV

No. 6
Computed, not measured: C27H29N3O4 in the gas phase, with ωB97M-V/def2-TZVPD.

The geometry in XYZ format:
```
63
Properties=species:S:1:pos:R:3:lowdin_charge:R:1
C -7.24 -0.28 -2.19 -0.05
C -6.06 0.02 -1.32 -0.27
C -6.14 -0.06 0.06 -0.01
C -5.06 0.22 0.88 -0.23
C -3.84 0.60 0.30 -0.14
C -3.75 0.74 -1.09 -0.20
C -4.86 0.44 -1.87 -0.01
H -4.78 0.54 -2.95 0.12
C -2.51 1.23 -1.77 -0.02
H -1.77 0.43 -1.86 0.09
H -2.75 1.57 -2.77 0.08
H -2.06 2.06 -1.23 0.08
C -2.66 0.90 1.20 -0.06
N -1.38 0.36 0.75 0.04
C -0.36 1.26 0.58 -0.44
O -0.51 2.45 0.81 0.08
N 0.85 0.77 0.13 0.09
C 1.15 -0.56 -0.08 -0.36
O 2.26 -0.91 -0.42 0.08
C 0.04 -1.48 0.16 -0.06
C 0.25 -2.85 -0.03 0.00
C -0.78 -3.75 0.19 -0.07
C -2.02 -3.27 0.60 -0.06
C -2.24 -1.92 0.79 0.01
C -1.21 -1.00 0.57 -0.13
H -3.21 -1.59 1.09 0.10
H -2.83 -3.96 0.77 0.11
H -0.62 -4.80 0.05 0.10
H 1.23 -3.17 -0.34 0.12
C 1.92 1.74 -0.09 -0.12
H 2.52 1.37 -0.92 0.13
C 2.78 1.91 1.16 -0.15
H 2.15 2.27 1.98 0.12
H 3.19 0.94 1.44 0.11
C 3.90 2.92 0.91 -0.10
C 4.84 2.41 -0.18 -0.51
O 4.78 2.77 -1.33 0.06
N 5.75 1.51 0.26 0.08
H 5.72 1.20 1.22 0.15
C 6.65 0.82 -0.63 -0.09
C 6.57 -0.66 -0.46 -0.26
C 5.51 -1.52 -0.43 -0.01
C 6.05 -2.81 -0.20 -0.06
C 7.40 -2.64 -0.12 -0.13
O 7.72 -1.34 -0.27 0.04
H 8.20 -3.33 0.04 0.12
H 5.51 -3.73 -0.12 0.10
H 4.47 -1.27 -0.55 0.08
H 7.68 1.13 -0.45 0.13
H 6.36 1.12 -1.65 0.13
H 4.46 3.09 1.83 0.12
H 3.48 3.86 0.57 0.13
H 1.45 2.69 -0.36 0.14
H -2.51 1.98 1.26 0.14
H -2.85 0.53 2.21 0.12
C -5.25 0.13 2.37 -0.05
H -6.28 -0.11 2.60 0.08
H -4.61 -0.64 2.81 0.08
H -5.01 1.08 2.85 0.09
H -7.08 -0.36 0.51 0.11
H -7.76 0.64 -2.44 0.08
H -7.94 -0.93 -1.68 0.08
H -6.92 -0.75 -3.12 0.08
```

SMILES string   Cc1cc(C)c(Cn2c(=O)n(CCCC(=O)NCc3ccco3)c(=O)c3ccccc32)c(C)c1
ΔE to the lowest compared entry with this formula, charge and spin   0.977 eV
HOMO energy   -8.334 eV
Largest force on an atom   0.016 hartree/bohr
Orbital gap   8.65 eV
Total energy   -41132.431 eV

No. 7
Computed, not measured: C27H29N7OSW as an isolated structure at a distorted geometry, with ωB97M-V/def2-TZVPD.

The geometry in XYZ format:
```
66
Properties=species:S:1:pos:R:3:lowdin_spin:R:1
W -0.30 -0.32 1.42 1.79
C 0.75 -1.40 4.18 0.00
N -0.43 -0.66 3.62 0.01
C -1.74 -1.28 4.03 0.00
C -2.72 -0.97 2.96 0.01
N -2.32 -0.72 1.68 0.02
C -3.52 -0.62 0.90 0.01
C -3.73 -0.45 -0.46 0.00
C -5.05 -0.38 -0.88 0.00
C -6.12 -0.48 0.02 0.00
C -5.91 -0.68 1.37 0.00
C -4.59 -0.75 1.78 0.00
N -4.02 -0.97 3.05 0.00
C 1.84 -1.32 3.18 0.01
N 1.56 -1.09 1.86 0.03
C 2.81 -1.08 1.18 0.01
C 3.14 -0.88 -0.15 0.01
C 4.48 -0.93 -0.48 0.00
C 5.47 -1.17 0.49 0.00
C 5.15 -1.36 1.82 0.00
C 3.80 -1.31 2.13 0.00
N 3.13 -1.43 3.36 0.00
H 0.48 -2.45 4.33 0.00
H 1.05 -1.00 5.15 0.00
H -0.41 0.29 4.02 0.01
H -2.05 -0.93 5.01 0.00
H -1.61 -2.36 4.08 0.00
H -2.93 -0.44 -1.17 0.00
H -5.26 -0.26 -1.93 0.00
H -7.13 -0.42 -0.35 0.00
H -6.73 -0.78 2.07 0.00
H -4.56 -1.15 3.90 0.00
H 2.39 -0.71 -0.92 0.00
H 4.78 -0.80 -1.51 0.00
H 6.51 -1.21 0.19 0.00
H 5.91 -1.55 2.57 0.00
H 3.58 -1.61 4.26 0.00
C 2.36 2.18 -3.88 0.00
C 2.47 3.19 -2.74 0.00
C 1.13 3.50 -2.06 0.00
N 1.09 2.90 -0.68 0.00
C 0.14 2.33 -0.04 0.02
S 0.39 1.93 1.68 -0.02
N -1.09 1.98 -0.52 0.02
C -1.45 1.61 -1.90 0.00
O -2.28 2.23 -2.47 0.00
C -0.81 0.35 -2.36 0.00
C -0.27 -0.60 -1.50 0.01
C 0.19 -1.83 -1.92 0.01
C 0.14 -2.12 -3.28 0.00
C -0.38 -1.19 -4.17 0.01
C -0.86 0.04 -3.71 0.00
H 3.34 2.02 -4.34 0.00
H 1.70 2.54 -4.66 0.00
H 1.99 1.21 -3.53 0.00
H 2.88 4.13 -3.11 0.00
H 3.19 2.83 -2.00 0.00
H 0.29 3.13 -2.63 0.00
H 0.99 4.57 -1.91 0.00
H 1.95 3.04 -0.16 0.00
H -1.88 2.37 0.00 0.00
H -0.28 -0.39 -0.41 0.02
H 0.58 -2.57 -1.22 0.00
H 0.50 -3.07 -3.64 0.00
H -0.43 -1.42 -5.23 0.00
H -1.30 0.76 -4.40 0.00
```

ΔE to the lowest compared entry with this formula, charge and spin   0.499 eV
HOMO energy (alpha / beta)   -20.006 / -20.049 eV
Net charge   +4
Largest force on an atom   0.042 hartree/bohr
2S+1   3
Orbital gap (alpha / beta)   5.92 / 6.03 eV
Total energy   -53569.070 eV
⟨S²⟩   2.018